The molecule C21H27N3O5S, computed with ωB97M-V/def2-TZVPD.

As for the energy above the lowest of the compared OMol25 structures with the same formula, charge and spin: 0.328 eV. For the molar mass, the calculation gives 433.53 g mol⁻¹. For the gap between HOMO and LUMO, the calculation gives 8.860 eV. The calculation puts the total energy at -47759.618 eV. Its SMILES is CCOC(=O)[C@@H]1CCCN(C(=O)c2ccc3c(c2)NC(=O)[C@H](N2CCOCC2)S3)C1. For the LUMO energy, the calculation gives 0.46 eV.

```
57
Properties=species:S:1:pos:R:3:lowdin_charge:R:1
C 3.3231 -3.5843 -7.2627 -0.060
C 2.7434 -4.6589 -6.3551 -0.211
O 2.4207 -4.1293 -5.0654 0.009
C 1.2501 -3.5114 -4.9330 -0.482
O 0.4307 -3.4014 -5.8078 0.122
C 1.0732 -2.9644 -3.5294 -0.189
C -0.1978 -3.5470 -2.9014 -0.143
C -0.4704 -2.8864 -1.5535 -0.156
C -0.5577 -1.3676 -1.7204 -0.143
N 0.6582 -0.8705 -2.3190 -0.039
C 1.6269 -0.1873 -1.6644 -0.424
O 2.7184 0.0375 -2.1512 0.084
C 1.2671 0.3319 -0.3035 -0.153
C 1.8945 -0.1866 0.8237 -0.017
C 1.6191 0.3370 2.0717 -0.086
C 0.7329 1.3966 2.2098 -0.486
C 0.1260 1.9495 1.0776 -0.238
C 0.3942 1.4032 -0.1716 0.035
N -0.6875 3.0786 1.1712 0.134
C -1.3438 3.5499 2.2647 -0.468
O -1.8861 4.6313 2.2526 0.088
C -1.3956 2.5732 3.4268 -0.422
N -2.0926 3.0397 4.5451 -0.170
C -1.5381 4.2228 5.1859 -0.155
C -2.5334 4.7344 6.2247 -0.183
O -2.8387 3.7474 7.1830 -0.127
C -3.3701 2.6061 6.5592 -0.195
C -2.3930 2.0219 5.5383 -0.159
S 0.4167 2.0790 3.7967 1.007
C 0.9435 -1.4353 -3.6178 -0.084
H 2.5763 -2.8176 -7.4539 0.076
H 4.1899 -3.1247 -6.7943 0.079
H 3.6221 -4.0281 -8.2078 0.077
H 3.4715 -5.4490 -6.1623 0.123
H 1.8368 -5.0834 -6.7985 0.122
H 1.9511 -3.2248 -2.9333 0.158
H -0.0882 -4.6257 -2.7757 0.125
H -1.0342 -3.3687 -3.5809 0.125
H -1.4037 -3.2618 -1.1328 0.114
H 0.3380 -3.1216 -0.8578 0.119
H -0.7163 -0.8871 -0.7545 0.117
H -1.3961 -1.1192 -2.3813 0.134
H 2.5972 -0.9982 0.7187 0.122
H 2.0966 -0.0587 2.9542 0.106
H -0.0692 1.8343 -1.0475 0.134
H -0.7449 3.6660 0.3482 0.164
H -1.8417 1.6354 3.0758 0.134
H -1.3740 4.9909 4.4324 0.119
H -0.5818 3.9750 5.6750 0.120
H -2.1114 5.5764 6.7748 0.128
H -3.4518 5.0538 5.7108 0.132
H -3.5709 1.8842 7.3527 0.127
H -4.3108 2.8614 6.0476 0.129
H -2.8484 1.1607 5.0446 0.129
H -1.4749 1.6969 6.0530 0.121
H 1.8746 -0.9903 -3.9742 0.136
H 0.1303 -1.1858 -4.3077 0.142
```